Molecular formula: C24H35N2O8PS
Method: DFT, ωB97M-V/def2-TZVPD

Positions of all 71 atoms, in Å:
C1 -3.7168 -1.0476 1.8712
C2 -2.9023 -1.2564 1.0155
C3 -1.8371 -1.3236 0.0021
C4 -1.8660 -0.1547 -0.9950
C5 -1.2889 1.1948 -0.4811
C6 -0.1276 1.0722 0.4891
C7 -0.3208 1.1980 1.8990
N1 -1.6194 1.4777 2.4248
C8 -1.8194 2.9865 2.4801
C9 -2.2907 3.5189 3.8538
C10 -1.2617 4.4956 4.4703
C11 -1.2306 4.4613 6.0203
C12 0.7362 1.0669 2.8050
P1 0.6361 1.1298 4.6150
O1 1.3115 2.3266 5.1203
O2 1.4732 -0.1796 5.1123
O3 -0.8543 0.8956 5.1420
C13 2.0351 0.8586 2.3246
C14 2.2277 0.7556 0.9649
C15 1.1758 0.8562 0.0330
C16 1.5587 0.7053 -1.4303
O4 1.0698 1.3360 -2.3310
C17 2.6720 -0.2835 -1.6825
C18 3.6405 -0.3870 -0.7844
S1 4.9915 -1.5530 -0.9596
C19 5.1440 -2.2763 0.6691
O5 6.2227 -0.8896 -1.2698
O6 4.5770 -2.5934 -1.8627
C20 3.6158 0.4939 0.4423
O7 4.6053 0.9658 0.9360
H1 -4.5818 -0.7618 2.4278
H2 -0.8519 -1.4811 0.4509
H3 -2.0325 -2.2366 -0.5778
H4 -1.3072 -0.4906 -1.8774
H5 -2.8887 0.0033 -1.3492
H6 -0.9889 1.7724 -1.3570
H7 -2.0859 1.7802 -0.0155
H8 -2.3133 1.1570 1.7641
H9 -2.5088 3.2583 1.6728
H10 -0.8612 3.4552 2.2339
H11 -3.2004 4.1061 3.6708
H12 -2.5731 2.7095 4.5262
H13 -1.5361 5.5141 4.1712
H14 -0.2400 4.2982 4.1373
H15 -1.2382 3.4104 6.3218
H16 -0.2613 4.8521 6.3408
H17 -2.0560 5.0154 6.4701
H18 1.2620 -0.8931 4.4894
H19 -0.7818 0.7510 6.1000
H20 2.8909 0.7562 2.9853
H21 2.6674 -0.8859 -2.5894
H22 5.0790 -1.4936 1.4321
H23 6.1101 -2.7690 0.7669
H24 4.3194 -2.9676 0.8603
C21 -0.3695 -1.0116 -4.9046
O8 -1.1900 -1.9538 -4.2451
C22 -2.0831 -2.6700 -5.0795
C23 -1.4586 -3.8731 -5.8030
C24 -0.5810 -3.4875 -6.9899
N2 -0.6814 -4.7215 -4.8941
H25 -0.8788 -0.5334 -5.7459
H26 0.5597 -1.4741 -5.2474
H27 -0.1038 -0.2382 -4.1819
H28 -2.8630 -3.0473 -4.4123
H29 -2.5729 -1.9891 -5.7875
H30 -2.2866 -4.4721 -6.1939
H31 0.3942 -3.1145 -6.6769
H32 -0.4014 -4.3568 -7.6224
H33 -1.0601 -2.7209 -7.6028
H34 -1.2927 -5.0716 -4.1613
H35 -0.0236 -4.1225 -4.4012

Forces on atoms 1 to 3 (eV/Å):
C -0.6 0.2 -0.4
C 0.7 0.5 0.1
C -0.7 -0.8 -0.3

* electronic energy: -2386.4423 a.u.
* Kohn-Sham gap: 7.82 eV
* net charge: 0
* highest occupied orbital energy: -9.453 eV
* SMILES: C#CCCCc1c(NCCCC)c(P(=O)(O)O)cc2c1C(=O)C=C(S(C)(=O)=O)C2=O.COC[C@@H](C)N
* molecular weight: 542.6 g mol⁻¹